C39H85N4O8 | ωB97M-V/def2-TZVPD

Results
- Kohn-Sham gap (Ha) = 0.3563
- HOMO (eV) = -11.80
- energy above the lowest of the compared OMol25 structures with the same formula, charge and spin (eV) = 0.0000
- LUMO (eV) = -2.1
- molecular weight (g mol⁻¹) = 738.129
- electronic energy (hartree) = -2357.7475

Structure (ORCA input):
```
! wB97M-V def2-TZVPD RIJCOSX def2/J DEFGRID3
* xyz 1 1
C 0.4062 -6.3139 1.8245
C 0.1508 -6.6805 0.3506
C 0.9229 -5.7843 -0.6437
C 0.0566 -4.6991 -1.2919
N 0.2086 -3.3861 -0.6212
C -0.8091 -2.4910 -0.8410
N -1.9666 -2.6145 -0.2610
C -3.0556 -1.6510 -0.5106
C -3.8108 -1.9752 -1.7976
C -2.2729 -3.6763 0.6986
C -2.4633 -3.1211 2.1285
C -3.7916 -3.5083 2.8041
C -4.7547 -2.3295 3.0106
N -5.6623 -2.1295 1.8647
C -5.8897 -0.8343 1.4337
C -7.2564 -0.5430 0.8852
O -5.0031 -0.0074 1.4401
N -0.5716 -1.3349 -1.5868
C 0.2741 -0.4854 -0.7065
C 0.5670 0.8672 -1.3591
C 0.3169 2.0527 -0.4289
C 1.3541 2.0984 0.7005
C 0.2960 3.3591 -1.2128
C 1.4968 -1.2805 -0.1994
O 1.4852 -1.2194 1.2147
C 2.7701 -1.1625 1.8096
C 2.6716 -1.4145 3.2973
C 4.0684 -1.6790 3.8697
C 1.5551 -2.7490 -0.6963
C 2.2398 -2.8247 -2.0771
C 3.3309 -3.9080 -2.2366
C 3.0639 -4.8544 -3.4102
C 3.0940 -4.1620 -4.7474
O 2.3234 -4.3955 -5.6350
O 4.0821 -3.2461 -4.8633
H -0.4920 -6.4697 2.4211
H 1.2295 -6.8858 2.2456
H 0.6417 -5.2487 1.9040
H -0.9235 -6.5932 0.1764
H 0.4088 -7.7232 0.1726
H 1.7420 -5.3288 -0.0896
H 1.3422 -6.4206 -1.4231
H 0.2003 -4.6208 -2.3724
H -0.9804 -5.0033 -1.1537
H -3.7338 -1.7551 0.3280
H -2.6638 -0.6406 -0.5125
H -3.1097 -2.2313 -2.5921
H -4.3775 -1.1024 -2.1131
H -4.4796 -2.8203 -1.6398
H -1.4837 -4.4162 0.7147
H -3.1876 -4.1696 0.3627
H -2.3191 -2.0420 2.1238
H -1.6443 -3.5141 2.7307
H -3.5782 -3.9157 3.7935
H -4.3081 -4.2955 2.2509
H -4.1732 -1.4237 3.1656
H -5.3578 -2.5225 3.8990
H -6.5372 -2.6134 2.0127
H -7.4006 0.5342 0.9200
H -7.3071 -0.8444 -0.1620
H -8.0505 -1.0287 1.4485
H -0.0617 -1.5778 -2.4311
H -0.3366 -0.3033 0.1841
H -0.1248 0.9668 -2.2008
H 1.5865 0.9105 -1.7518
H -0.6793 1.9081 0.0064
H 2.3305 1.7787 0.3263
H 1.4651 3.1065 1.0952
H 1.0447 1.4556 1.5263
H 1.2486 3.5174 -1.7220
H -0.5069 3.3993 -1.9480
H 0.1286 4.1955 -0.5337
H 2.4005 -0.7831 -0.5631
H 3.4430 -1.9083 1.3631
H 3.2253 -0.1807 1.6290
H 2.0501 -2.2925 3.4797
H 2.2629 -0.5410 3.8096
H 4.5045 -2.5682 3.4112
H 4.0461 -1.7912 4.9504
H 4.7383 -0.8517 3.6234
H 2.1688 -3.2594 0.0474
H 2.7205 -1.8665 -2.2773
H 1.5065 -2.9563 -2.8788
H 3.4600 -4.4826 -1.3191
H 4.2894 -3.4253 -2.4225
H 2.0690 -5.2862 -3.3235
H 3.8005 -5.6595 -3.4046
H 3.7793 -2.5423 -5.4549
C -1.1312 1.5104 4.4837
C -1.1891 0.0089 4.7080
C -0.2244 -0.4266 5.7991
O -0.9173 -0.7029 3.4950
H -0.1276 1.8104 4.1683
H -1.8274 1.8055 3.6960
H -1.3816 2.0556 5.3939
H -2.2053 -0.2801 4.9835
H 0.8027 -0.1835 5.5128
H -0.2805 -1.5043 5.9546
H -0.4432 0.0728 6.7433
H -0.0238 -0.4839 3.2017
C -0.3223 8.1433 -3.0478
C 0.6316 6.9624 -2.9799
C 1.6367 6.9646 -4.1180
O -0.0915 5.7275 -2.9935
H -0.8939 8.1151 -3.9797
H -1.0317 8.1104 -2.2210
H 0.2167 9.0902 -3.0067
H 1.1628 6.9791 -2.0268
H 1.1182 6.8876 -5.0785
H 2.2972 6.1014 -4.0283
H 2.2451 7.8693 -4.1276
H -0.5774 5.6873 -3.8246
C 0.5603 4.6174 5.5107
C 0.9621 5.2426 4.1856
C 0.2813 6.5768 3.9361
O 0.6597 4.3131 3.1410
H -0.5156 4.4222 5.5126
H 1.0748 3.6636 5.6292
H 0.7966 5.2525 6.3649
H 2.0443 5.3767 4.1584
H -0.8050 6.4508 3.9165
H 0.5863 6.9872 2.9736
H 0.5275 7.2979 4.7159
H -0.2959 4.1875 3.1423
C 1.0401 2.1109 -5.7490
C 1.9417 3.3350 -5.6795
C 1.8318 4.1853 -6.9362
O 3.2965 2.9429 -5.4620
H 1.3282 1.4743 -6.5905
H 1.1329 1.5202 -4.8359
H -0.0059 2.3931 -5.8767
H 1.6656 3.9336 -4.8095
H 2.1435 3.6125 -7.8138
H 2.4806 5.0581 -6.8649
H 0.8073 4.5251 -7.0967
H 3.5759 2.4162 -6.2184
*
```

Results of the Mulliken charge analysis, in e, for atoms 1 through 99: number 1, C, carries -0.942; number 2, C, carries -0.645; number 3, C, carries -0.966; number 4, C, carries -1.024; number 5, N, carries 0.641; number 6, C, carries -1.246; number 7, N, carries 0.735; number 8, C, carries 0.535; number 9, C, carries -1.538; number 10, C, carries 0.904; number 11, C, carries -0.571; number 12, C, carries -1.031; number 13, C, carries -0.990; number 14, N, carries -0.106; number 15, C, carries 0.662; number 16, C, carries -1.342; number 17, O, carries -0.570; number 18, N, carries -0.110; number 19, C, carries 1.346; number 20, C, carries -2.637; number 21, C, carries 1.523; number 22, C, carries -1.001; number 23, C, carries -2.168; number 24, C, carries -1.638; number 25, O, carries 0.388; number 26, C, carries -0.863; number 27, C, carries 0.255; number 28, C, carries -1.578; number 29, C, carries 0.345; number 30, C, carries -1.102; number 31, C, carries -1.323; number 32, C, carries -0.390; number 33, C, carries 0.338; number 34, O, carries -0.583; number 35, O, carries -0.454; number 36, H, carries 0.324; number 37, H, carries 0.362; number 38, H, carries 0.041; number 39, H, carries 0.238; number 40, H, carries 0.444; number 41, H, carries 0.329; number 42, H, carries 0.325; number 43, H, carries 0.748; number 44, H, carries 1.079; number 45, H, carries -0.715; number 46, H, carries 0.627; number 47, H, carries 0.306; number 48, H, carries 0.460; number 49, H, carries 0.371; number 50, H, carries -1.302; number 51, H, carries 0.608; number 52, H, carries -0.141; number 53, H, carries 0.734; number 54, H, carries 0.429; number 55, H, carries 0.477; number 56, H, carries 0.413; number 57, H, carries 0.482; number 58, H, carries 0.327; number 59, H, carries 0.354; number 60, H, carries 0.278; number 61, H, carries 0.404; number 62, H, carries 0.428; number 63, H, carries -0.179; number 64, H, carries 0.522; number 65, H, carries 0.591; number 66, H, carries 0.247; number 67, H, carries 0.127; number 68, H, carries 0.663; number 69, H, carries -0.180; number 70, H, carries 0.349; number 71, H, carries 0.424; number 72, H, carries 0.477; number 73, H, carries 0.662; number 74, H, carries 0.370; number 75, H, carries 0.237; number 76, H, carries 0.269; number 77, H, carries -0.034; number 78, H, carries 0.365; number 79, H, carries 0.427; number 80, H, carries 0.337; number 81, H, carries 0.705; number 82, H, carries 0.677; number 83, H, carries 0.676; number 84, H, carries 0.448; number 85, H, carries 0.595; number 86, H, carries 0.086; number 87, H, carries 0.489; number 88, H, carries 0.353; number 89, C, carries -1.361; number 90, C, carries 0.512; number 91, C, carries -1.427; number 92, O, carries 0.036; number 93, H, carries 0.248; number 94, H, carries 0.313; number 95, H, carries 0.502; number 96, H, carries 0.373; number 97, H, carries 0.211; number 98, H, carries 0.325; number 99, H, carries 0.447

---

C18H17N3S | ωB97M-V/def2-TZVPD

Results
- Kohn-Sham gap (Ha) = 0.3026
- HOMO (eV) = -7.92
- SMILES = S=C(NCCc1ccncc1)Nc1cccc2ccccc12
- energy above the lowest of the compared OMol25 structures with the same formula, charge and spin (eV) = 0.0123
- LUMO (eV) = 0.3
- molecular weight (g mol⁻¹) = 307.422
- electronic energy (hartree) = -1258.6031

Structure (ORCA input):
```
! wB97M-V def2-TZVPD RIJCOSX def2/J DEFGRID3
* xyz 0 1
S -2.5338 -0.1188 -1.4617
C -1.5868 0.7408 -0.4197
N -1.3119 2.0558 -0.6306
H -0.5862 2.4729 -0.0632
C -1.5388 2.6917 -1.9064
H -1.4893 3.7708 -1.7491
H -2.5405 2.4183 -2.2441
C -0.5108 2.2528 -2.9704
C 0.8775 2.3608 -2.4186
C 1.4893 1.2667 -1.8126
C 2.7384 1.4319 -1.2368
N 3.3903 2.5825 -1.2278
C 2.8180 3.6200 -1.8148
C 1.5711 3.5665 -2.4167
H 1.1459 4.4453 -2.8782
H 3.3879 4.5399 -1.7939
H 3.2439 0.6044 -0.7551
H 0.9991 0.3042 -1.7954
H -0.7226 1.2187 -3.2447
H -0.6307 2.8850 -3.8503
N -1.0221 0.2237 0.7029
C -1.1467 -1.0758 1.2161
C -2.3600 -1.7193 1.2346
C -2.4772 -3.0019 1.7823
C -1.3917 -3.6259 2.3277
C -0.1297 -2.9962 2.3311
C 1.0033 -3.6286 2.8844
C 2.2296 -3.0272 2.8594
C 2.3771 -1.7653 2.2677
C 1.2967 -1.1203 1.7312
C 0.0122 -1.7046 1.7558
H 1.4480 -0.1568 1.2635
H 3.3531 -1.3038 2.2344
H 3.0916 -3.5198 3.2841
H 0.8800 -4.6066 3.3271
H -1.4801 -4.6111 2.7616
H -3.4429 -3.4840 1.7781
H -3.2309 -1.2329 0.8279
H -0.3278 0.7972 1.1644
*
```

In the natural (NBO) picture, each atom carries the following charge in e: number 1, S, carries -0.251; number 2, C, carries 0.294; number 3, N, carries -0.599; number 4, H, carries 0.386; number 5, C, carries -0.210; number 6, H, carries 0.201; number 7, H, carries 0.242; number 8, C, carries -0.453; number 9, C, carries 0.028; number 10, C, carries -0.273; number 11, C, carries 0.034; number 12, N, carries -0.425; number 13, C, carries 0.042; number 14, C, carries -0.273; number 15, H, carries 0.217; number 16, H, carries 0.193; number 17, H, carries 0.193; number 18, H, carries 0.229; number 19, H, carries 0.241; number 20, H, carries 0.222; number 21, N, carries -0.601; number 22, C, carries 0.164; number 23, C, carries -0.202; number 24, C, carries -0.205; number 25, C, carries -0.203; number 26, C, carries 0.020; number 27, C, carries -0.195; number 28, C, carries -0.220; number 29, C, carries -0.192; number 30, C, carries -0.215; number 31, C, carries -0.088; number 32, H, carries 0.201; number 33, H, carries 0.214; number 34, H, carries 0.216; number 35, H, carries 0.212; number 36, H, carries 0.209; number 37, H, carries 0.217; number 38, H, carries 0.240; number 39, H, carries 0.391